# 1
Here is a structure of composition C11H34AlN6O11P2Se2 in a non-equilibrium geometry from the OMol25 dataset. Energies are from ωB97M-V/def2-TZVPD.

The geometry in ORCA input format:
```
! wB97M-V def2-TZVPD RIJCOSX def2/J DEFGRID3
* xyz -1 1
Al -0.259 -0.339 -0.191
C -2.385 3.077 3.629
N -1.595 2.578 2.510
C -2.120 3.068 1.231
P -0.968 1.018 2.589
O -0.169 0.878 1.317
O -2.382 0.170 2.632
P -2.619 -1.206 1.792
O -1.782 -1.285 0.549
N -4.186 -0.998 1.265
C -5.322 -1.197 2.154
C -4.424 0.073 0.291
N -2.754 -2.557 2.725
C -2.444 -2.542 4.151
C -2.328 -3.797 2.046
N -0.216 1.127 4.063
C 1.160 1.655 3.961
C -0.370 0.112 5.103
H -2.356 4.169 3.625
H -1.975 2.723 4.572
H -3.437 2.765 3.559
H -1.973 4.149 1.173
H -3.192 2.865 1.126
H -1.608 2.605 0.396
H -5.090 -1.954 2.899
H -6.180 -1.537 1.569
H -5.607 -0.268 2.665
H -3.536 0.262 -0.308
H -4.711 1.007 0.789
H -5.234 -0.219 -0.379
H -2.792 -1.610 4.599
H -1.377 -2.650 4.340
H -2.982 -3.369 4.619
H -2.700 -3.802 1.022
H -2.782 -4.636 2.578
H -1.241 -3.910 2.047
H 1.191 2.449 3.216
H 1.871 0.871 3.688
H 1.429 2.080 4.932
H -1.385 -0.281 5.090
H -0.192 0.598 6.067
H 0.328 -0.718 4.982
N 1.378 0.579 -1.032
C 2.452 -0.233 -1.639
C 1.904 -1.113 -2.760
C 1.002 -2.237 -2.253
N -0.275 -1.706 -1.738
H 0.982 1.207 -1.755
H 1.767 1.190 -0.322
H 2.888 -0.860 -0.862
H 3.227 0.419 -2.043
H 2.744 -1.561 -3.291
H 1.346 -0.491 -3.470
H 1.508 -2.762 -1.443
H 0.813 -2.941 -3.065
H -0.873 -2.469 -1.445
H -0.774 -1.216 -2.500
O -0.339 -1.274 2.945
Se 1.041 -1.885 2.241
O 1.044 -3.493 2.416
O 0.942 -1.520 0.617
O 2.337 -1.159 2.881
O -2.877 2.297 -2.636
Se -1.566 1.360 -2.620
O -1.684 0.011 -3.537
O -1.413 0.781 -1.021
O -0.162 2.152 -2.900
*
```

**HOMO level**: -6.38 eV
**Gap between HOMO and LUMO**: 8.90 eV
**Maximum force**: 0.0267 hartree/bohr
**Lowest unoccupied orbital energy**: 0.0923 Eh
**Calculated total energy**: -199298.872 eV

---

# 2
Here is a cluster of 5 separate species, C11H34N8O5 in total in a non-equilibrium geometry from the OMol25 dataset. Energies are from ωB97M-V/def2-TZVPD.

The geometry in ORCA input format:
```
! wB97M-V def2-TZVPD RIJCOSX def2/J DEFGRID3
* xyz 0 1
C -1.766 -20.576 -0.951
O -3.104 -21.112 -0.933
C -3.130 -22.447 -0.586
C -4.378 -22.721 0.225
C -4.315 -24.142 0.863
N -5.601 -22.605 -0.623
H -1.838 -19.543 -1.290
H -1.277 -21.104 -1.770
H -1.182 -20.656 -0.034
H -3.034 -22.991 -1.526
H -2.304 -22.721 0.071
H -4.390 -22.043 1.078
H -5.170 -24.518 1.425
H -3.485 -24.063 1.565
H -3.919 -24.885 0.171
H -5.543 -23.315 -1.339
H -5.714 -21.746 -1.141
C -0.400 -13.511 -10.498
O -1.838 -13.286 -10.190
C -1.923 -12.837 -8.823
C -3.241 -13.353 -8.293
C -4.453 -12.682 -8.886
N -3.411 -13.008 -6.883
H -0.293 -13.585 -11.581
H -0.020 -14.421 -10.035
H 0.210 -12.661 -10.194
H -1.105 -13.037 -8.132
H -1.997 -11.752 -8.750
H -3.331 -14.419 -8.502
H -4.380 -12.957 -9.938
H -4.418 -11.620 -8.640
H -5.437 -13.039 -8.582
H -3.452 -12.003 -6.798
H -2.567 -13.245 -6.381
N -5.285 -17.835 -11.591
C -5.936 -17.560 -12.665
N -5.173 -17.220 -13.620
O -7.135 -17.582 -12.799
H -4.276 -17.796 -11.615
H -5.793 -18.005 -10.735
H -4.180 -17.110 -13.476
H -5.533 -17.013 -14.541
N -5.809 -17.726 -4.577
C -7.133 -17.725 -4.600
N -7.535 -16.645 -5.232
O -7.833 -18.620 -4.116
H -5.279 -16.869 -4.649
H -5.369 -18.449 -4.026
H -6.805 -15.984 -5.454
H -8.516 -16.473 -5.398
N -11.589 -20.577 -11.684
C -11.762 -20.781 -10.406
N -10.711 -20.391 -9.799
O -12.656 -21.497 -9.930
H -12.213 -20.877 -12.420
H -10.778 -20.047 -11.966
H -10.320 -19.669 -10.389
H -10.651 -20.503 -8.797
*
```

**HOMO level**: -8.94 eV
**SMILES**: COC[C@H](C)N.COC[C@H](C)N.NC(N)=O.NC(N)=O.NC(N)=O
**Gap between HOMO and LUMO**: 9.04 eV
**Maximum force**: 0.1367 hartree/bohr
**Lowest unoccupied orbital energy**: 0.0034 Eh
**Calculated total energy**: -34115.488 eV

---

# 3
Here is a structure of composition C11H36NO8Y in a non-equilibrium geometry from the OMol25 dataset. Energies are from ωB97M-V/def2-TZVPD.

The geometry in ORCA input format:
```
! wB97M-V def2-TZVPD RIJCOSX def2/J DEFGRID3
* xyz 1 2
Y -1.702 -0.504 4.960
C -1.360 -2.242 0.968
C -0.206 -1.666 1.802
O -0.661 -1.625 3.118
H -2.266 -1.639 1.017
H -1.718 -3.254 1.154
H -1.019 -2.310 -0.065
H -0.046 -0.675 1.377
H 0.731 -2.206 1.667
O -4.084 -1.104 -1.098
H -4.771 -1.696 -1.403
H -4.126 -0.358 -1.697
O -3.768 -3.744 3.096
H -3.921 -3.016 3.699
H -2.817 -3.779 2.998
O -2.361 -5.516 0.079
H -3.008 -4.852 0.317
H -2.473 -6.207 0.731
O -0.392 2.074 0.988
H 0.133 2.380 0.249
H -0.124 1.163 1.112
O -0.213 1.439 3.942
H 0.228 2.153 4.401
H -0.079 1.631 3.013
O 0.639 -0.474 5.722
H 1.039 -0.264 6.566
H 1.283 -1.031 5.284
C 2.807 2.255 0.119
C 2.309 1.545 -1.082
C 2.209 0.011 -0.749
C 1.268 -0.833 -1.694
C -0.122 -0.088 -1.946
C -0.004 1.415 -2.298
N 1.014 2.100 -1.438
O 1.088 3.507 -1.704
C 0.416 1.438 -3.725
C -1.491 2.015 -2.043
C 3.384 1.587 -2.241
H 2.358 2.110 1.102
H 2.753 3.343 0.094
H 3.836 1.917 0.238
H 3.184 -0.460 -0.875
H 1.849 -0.061 0.277
H 1.147 -1.778 -1.164
H 1.855 -1.167 -2.550
H -0.995 -0.298 -1.328
H -0.400 -0.614 -2.859
H 0.102 2.430 -4.049
H 1.457 1.202 -3.947
H -0.232 0.860 -4.383
H -1.509 3.052 -2.377
H -2.378 1.510 -2.425
H -1.698 2.026 -0.973
H 4.387 1.443 -1.840
H 3.504 2.514 -2.802
H 3.167 0.823 -2.987
H 1.799 3.517 -2.349
*
```

**HOMO level (spin up / spin down)**: -10.35 / -10.80 eV
**Gap between HOMO and LUMO (spin up / spin down)**: 6.18 / 6.19 eV
**Maximum force**: 0.0985 hartree/bohr
**Lowest unoccupied orbital energy (spin up / spin down)**: -0.1530 / -0.1694 Eh
**Calculated total energy**: -30893.945 eV

---

# 4
Here is a cluster of 9 separate species, C11H37F3N14O10 in total in a non-equilibrium geometry from the OMol25 dataset. Energies are from ωB97M-V/def2-TZVPD.

The geometry in ORCA input format:
```
! wB97M-V def2-TZVPD RIJCOSX def2/J DEFGRID3
* xyz 0 1
O 19.338 22.349 -14.298
H 18.504 22.556 -14.726
H 19.431 21.397 -14.216
H 19.436 22.831 -13.473
C 20.951 22.656 -10.950
O 22.288 22.692 -11.399
O 20.169 23.328 -11.913
C 20.460 21.279 -10.464
F 20.329 20.404 -11.472
F 21.307 20.729 -9.648
F 19.183 21.480 -9.896
C 23.367 23.079 -10.529
C 24.720 23.069 -11.248
H 24.866 22.019 -11.502
H 24.568 23.691 -12.130
H 25.457 23.338 -10.491
H 23.604 22.425 -9.689
H 23.330 24.126 -10.230
H 20.959 23.370 -10.127
C 15.696 20.899 -13.109
O 16.645 21.575 -13.281
N 14.909 20.892 -12.041
N 15.138 20.295 -14.128
H 15.185 21.468 -11.258
H 13.992 20.470 -12.025
H 14.213 19.923 -13.961
H 15.721 20.192 -14.946
C 17.845 24.945 -16.254
O 17.591 24.215 -15.263
N 17.520 26.226 -16.303
N 18.624 24.593 -17.204
H 17.033 26.543 -15.477
H 17.403 26.665 -17.205
H 18.790 25.306 -17.900
H 19.135 23.728 -17.304
C 21.346 21.465 -17.444
O 20.388 22.038 -16.987
N 22.560 21.886 -17.694
N 21.216 20.204 -17.769
H 22.778 22.871 -17.648
H 23.193 21.163 -18.005
H 21.774 19.802 -18.508
H 20.318 19.763 -17.631
C 19.416 18.618 -14.192
O 19.567 19.794 -13.937
N 18.296 18.075 -14.423
N 20.199 17.598 -14.036
H 17.448 18.618 -14.343
H 18.287 17.069 -14.509
H 21.153 17.875 -13.851
H 19.914 16.740 -14.484
C 16.370 24.246 -10.362
O 15.194 24.005 -10.268
N 16.951 25.248 -9.762
N 17.149 23.402 -11.042
H 17.935 25.357 -9.963
H 16.499 26.145 -9.655
H 16.630 22.712 -11.567
H 18.139 23.231 -10.935
C 23.093 19.112 -13.748
O 24.029 18.389 -13.834
N 22.459 19.650 -14.820
N 22.533 19.298 -12.623
H 21.721 20.324 -14.670
H 22.783 19.466 -15.759
H 21.751 19.915 -12.453
H 22.958 18.770 -11.875
C 22.351 24.518 -14.955
O 22.940 25.092 -15.831
N 21.641 25.166 -14.152
N 22.575 23.275 -14.568
H 21.434 24.731 -13.265
H 21.357 26.071 -14.500
H 23.188 22.757 -15.182
H 22.246 23.026 -13.646
*
```

**HOMO level**: -8.10 eV
**Gap between HOMO and LUMO**: 8.10 eV
**Maximum force**: 0.1550 hartree/bohr
**Lowest unoccupied orbital energy**: 0.0000 Eh
**Calculated total energy**: -61498.682 eV

---

# 5
Here is a cluster of 8 separate species, C11H38N15O10S in total in a non-equilibrium geometry from the OMol25 dataset. Energies are from ωB97M-V/def2-TZVPD.

The geometry in ORCA input format:
```
! wB97M-V def2-TZVPD RIJCOSX def2/J DEFGRID3
* xyz -1 1
N 1.997 1.414 -3.920
C 1.259 2.577 -3.440
C 0.352 2.899 -4.617
C -0.849 3.827 -4.459
C -1.873 3.468 -3.374
S -2.556 1.823 -3.442
O -1.858 0.969 -2.519
O -3.983 1.912 -3.282
O -2.329 1.342 -4.923
H 2.881 1.361 -3.418
H 0.646 2.348 -2.535
H 1.899 3.455 -3.220
H 0.096 1.938 -5.058
H 1.010 3.380 -5.341
H -0.463 4.813 -4.171
H -1.356 3.969 -5.417
H -1.421 3.533 -2.384
H -2.747 4.115 -3.452
H -1.423 0.995 -5.018
C -4.104 0.669 1.272
O -4.974 0.885 2.114
N -4.040 1.321 0.092
N -3.124 -0.261 1.475
H -3.333 1.137 -0.604
H -4.739 2.009 -0.115
H -3.139 -0.772 2.336
H -2.407 -0.448 0.798
C 1.427 1.999 -7.636
O 0.264 2.341 -7.431
N 2.003 2.158 -8.884
N 2.240 1.493 -6.674
H 2.952 1.911 -9.082
H 1.429 2.545 -9.608
H 1.933 1.474 -5.672
H 3.197 1.257 -6.861
C 4.650 0.283 -0.777
O 4.340 0.514 -1.921
N 5.049 -0.956 -0.332
N 4.621 1.242 0.211
H 5.320 -1.169 0.612
H 5.056 -1.680 -1.027
H 4.314 2.158 -0.057
H 4.852 1.044 1.165
C -6.891 -0.639 5.431
O -6.859 -1.050 6.592
N -8.020 -0.702 4.669
N -5.804 -0.108 4.818
H -8.035 -0.379 3.720
H -8.844 -1.144 5.049
H -4.959 -0.051 5.352
H -5.799 0.228 3.864
C 6.414 -1.844 3.505
O 5.817 -1.579 2.465
N 7.007 -3.048 3.703
N 6.518 -0.946 4.523
H 7.504 -3.287 4.540
H 6.955 -3.717 2.956
H 6.079 -0.053 4.397
H 6.997 -1.140 5.381
C 8.770 -3.025 0.611
O 9.845 -3.598 0.548
N 8.623 -1.782 1.157
N 7.609 -3.580 0.141
H 7.739 -1.305 1.200
H 9.451 -1.333 1.500
H 7.660 -4.487 -0.283
H 6.728 -3.101 0.195
C -9.865 -3.405 6.447
O -10.255 -2.706 5.519
N -10.270 -4.708 6.582
N -9.014 -2.940 7.390
H -9.963 -5.304 7.326
H -10.896 -5.067 5.887
H -8.652 -2.004 7.260
H -8.660 -3.487 8.150
*
```

**HOMO level**: -2.03 eV
**Gap between HOMO and LUMO**: 3.45 eV
**Maximum force**: 0.0311 hartree/bohr
**Lowest unoccupied orbital energy**: 0.0524 Eh
**Calculated total energy**: -65692.570 eV

---

# 6
Here is a cluster of 8 separate species, C11H38N6O8 in total in a non-equilibrium geometry from the OMol25 dataset. Energies are from ωB97M-V/def2-TZVPD.

The geometry in ORCA input format:
```
! wB97M-V def2-TZVPD RIJCOSX def2/J DEFGRID3
* xyz 0 1
N -1.879 0.373 -1.495
C -1.067 -0.353 -0.679
N -1.111 -0.065 0.657
O -0.283 -1.184 -1.171
H -1.742 0.141 -2.481
H -2.362 1.207 -1.195
H -0.394 -0.401 1.280
H -1.724 0.656 0.989
N -0.878 -1.218 -6.087
C -0.793 -0.905 -4.745
N -0.070 -1.771 -3.974
O -1.395 0.072 -4.309
H -0.388 -1.997 -6.479
H -1.292 -0.512 -6.664
H 0.355 -2.563 -4.420
H -0.068 -1.728 -2.954
N 3.981 -0.918 2.148
C 2.671 -0.527 2.119
N 2.411 0.813 2.237
O 1.744 -1.337 1.972
H 4.701 -0.312 2.494
H 4.257 -1.843 1.878
H 1.455 1.055 2.047
H 3.173 1.460 2.192
C 1.293 -3.857 -0.964
C 0.708 -4.355 0.341
O 1.616 -4.145 1.401
H 2.298 -4.274 -1.124
H 1.479 -2.788 -0.890
H 0.694 -4.115 -1.838
H 0.426 -5.403 0.319
H -0.171 -3.722 0.526
H 1.696 -3.190 1.540
C 2.222 1.443 -0.263
C 1.338 2.078 -1.346
O 1.112 1.246 -2.448
H 3.250 1.305 -0.582
H 1.788 0.490 0.050
H 2.159 2.100 0.613
H 1.857 2.963 -1.727
H 0.406 2.433 -0.880
H 0.568 0.506 -2.142
C -1.902 -0.928 4.784
C -1.899 -0.649 3.290
O -0.637 -0.119 2.872
H -2.919 -1.053 5.171
H -1.491 -0.051 5.288
H -1.339 -1.817 5.063
H -2.677 0.070 3.050
H -2.061 -1.588 2.754
H 0.013 -0.839 2.901
C -3.232 3.362 -1.877
O -3.154 2.872 -0.512
H -3.736 4.325 -1.896
H -2.227 3.416 -2.301
H -3.782 2.620 -2.448
H -2.514 3.433 -0.063
C -0.317 3.273 1.920
O 0.920 3.154 1.197
H -0.372 4.205 2.494
H -1.182 3.219 1.254
H -0.380 2.459 2.642
H 0.847 3.777 0.468
*
```

**HOMO level**: -9.13 eV
**SMILES**: NC(N)=O.NC(N)=O.NC(N)=O.CCO.CCO.CCO.CO.CO
**Gap between HOMO and LUMO**: 9.49 eV
**Maximum force**: 0.0567 hartree/bohr
**Lowest unoccupied orbital energy**: 0.0135 Eh
**Calculated total energy**: -37344.606 eV